[1]
Entry from the OMol25 dataset: a 2-piece molecular cluster, C2H7OPS overall in a non-equilibrium geometry (ωB97M-V/def2-TZVPD).

CARTESIAN COORDINATES (ANGSTROEM)
C  0.449  1.653  -0.535
C  -1.306  -1.142  0.143
O  0.179  0.619  -1.409
P  0.273  -0.878  -0.716
S  3.842  -0.266  -0.013
H  0.592  1.306  0.469
H  -0.295  2.351  -0.613
H  1.404  2.188  -0.825
H  -1.122  -1.475  1.158
H  -2.053  -0.256  -0.037
H  -1.622  -2.013  -0.376
H  -0.104  -1.276  -2.048

Properties
LUMO level (spin up / spin down), eV: -2.45 / -2.44
HOMO (spin up / spin down), eV: -8.86 / -8.84
Gap between HOMO and LUMO (spin up / spin down), eV: 6.409 / 6.399

[2]
Entry from the OMol25 dataset: a 14-piece molecular cluster, C30H46BrN13O3S overall in a non-equilibrium geometry (ωB97M-V/def2-TZVPD).

CARTESIAN COORDINATES (ANGSTROEM)
O  1.971  -3.917  -4.214
S  0.969  -3.980  -5.177
O  1.135  -3.210  -6.335
C  0.664  -5.618  -5.625
C  -0.620  -5.775  -6.413
C  -1.783  -5.005  -5.845
Br  -3.137  -4.830  -7.225
C  -1.507  -3.615  -5.399
O  -0.359  -3.567  -4.502
H  1.534  -5.936  -6.172
H  0.623  -6.176  -4.705
H  -0.472  -5.554  -7.454
H  -0.880  -6.820  -6.363
H  -2.249  -5.570  -5.065
H  -1.350  -2.947  -6.226
H  -2.339  -3.245  -4.830
C  1.910  -1.419  -2.575
C  1.644  -0.310  -1.681
N  1.434  0.595  -1.007
H  1.895  -2.365  -2.042
H  1.149  -1.461  -3.350
H  2.879  -1.319  -3.058
C  -1.774  1.151  -1.950
C  -2.513  0.451  -2.985
N  -3.080  -0.103  -3.814
H  -2.043  0.777  -0.964
H  -0.706  1.004  -2.083
H  -1.980  2.219  -1.970
C  3.205  3.339  0.154
C  3.266  4.595  0.875
N  3.315  5.598  1.430
H  4.166  2.830  0.179
H  2.456  2.681  0.592
H  2.932  3.506  -0.886
C  0.407  4.139  3.454
C  -0.554  3.271  2.807
N  -1.274  2.515  2.327
H  -0.048  5.081  3.743
H  0.807  3.647  4.341
H  1.231  4.367  2.781
C  3.617  -2.849  -8.301
C  4.940  -3.203  -8.784
N  5.985  -3.482  -9.162
H  2.960  -2.599  -9.131
H  3.170  -3.671  -7.752
H  3.667  -1.993  -7.633
C  1.575  9.257  1.668
C  0.825  8.178  2.280
N  0.251  7.315  2.772
H  2.479  9.458  2.241
H  1.865  8.981  0.657
H  0.972  10.161  1.630
C  -5.271  -5.747  -2.269
C  -3.946  -6.096  -2.737
N  -2.895  -6.373  -3.107
H  -5.892  -5.419  -3.101
H  -5.745  -6.610  -1.802
H  -5.218  -4.940  -1.542
C  -2.467  0.443  4.942
C  -3.053  -0.696  5.622
N  -3.519  -1.590  6.169
H  -1.574  0.784  5.463
H  -2.194  0.185  3.921
H  -3.173  1.270  4.902
C  -5.215  0.297  8.859
C  -4.658  1.513  8.296
N  -4.210  2.462  7.834
H  -4.846  -0.572  8.315
H  -4.935  0.199  9.905
H  -6.301  0.311  8.791
C  3.123  7.076  5.176
C  3.574  7.865  6.306
N  3.930  8.487  7.201
H  2.052  7.188  5.015
H  3.633  7.378  4.262
H  3.326  6.019  5.340
C  7.206  6.782  4.229
C  6.396  7.709  3.461
N  5.735  8.438  2.873
H  7.293  5.833  3.703
H  8.202  7.189  4.384
H  6.750  6.603  5.201
C  0.953  -0.502  3.021
C  1.365  0.322  4.140
N  1.666  1.002  5.014
H  -0.120  -0.411  2.868
H  1.453  -0.179  2.111
H  1.198  -1.545  3.208
C  -5.690  -10.249  -1.664
C  -6.542  -9.137  -1.286
N  -7.213  -8.256  -0.988
H  -5.944  -11.131  -1.081
H  -5.818  -10.479  -2.720
H  -4.646  -10.001  -1.486

Properties
LUMO level, eV: 0.09
HOMO, eV: -10.86
Gap between HOMO and LUMO, eV: 10.949

[3]
Entry from the OMol25 dataset: C3H4CoMgO4 as an isolated structure in a non-equilibrium geometry (ωB97M-V/def2-TZVPD).

CARTESIAN COORDINATES (ANGSTROEM)
O  1.909  0.784  -0.756
C  1.134  -0.276  -1.055
O  1.234  -1.344  -0.149
C  1.051  -0.977  1.250
Co  1.956  0.845  1.107
H  1.295  -0.692  -2.063
H  1.514  -1.790  1.829
H  -0.035  -0.994  1.462
H  -0.386  0.266  -0.767
O  -2.284  0.173  0.485
C  -1.601  0.729  -0.414
O  -2.022  1.775  -0.976
Mg  -3.765  1.499  0.048

Properties
LUMO level (spin up / spin down), eV: -9.43 / -11.62
2S+1: 6
HOMO (spin up / spin down), eV: -15.42 / -18.79
Net charge: +2
Gap between HOMO and LUMO (spin up / spin down), eV: 5.988 / 7.173

[4]
Entry from the OMol25 dataset: C48H51BrN3O3PtSb2 as an isolated structure in a non-equilibrium geometry (ωB97M-V/def2-TZVPD).

CARTESIAN COORDINATES (ANGSTROEM)
Pt  0.232  -0.526  0.361
C  0.526  4.203  2.325
C  1.919  3.631  2.563
C  2.033  2.117  2.410
Sb  1.584  1.500  0.398
C  0.634  -0.578  -1.694
C  1.823  -1.070  -2.236
C  1.907  -1.535  -3.542
C  0.791  -1.513  -4.364
C  -0.394  -0.977  -3.872
C  -0.458  -0.504  -2.572
C  3.535  1.585  -0.403
C  4.438  0.693  0.167
C  5.762  0.688  -0.245
C  6.186  1.570  -1.228
C  5.283  2.445  -1.813
C  3.957  2.451  -1.404
Sb  0.006  3.745  0.235
C  -1.106  3.254  -1.513
C  -2.434  2.873  -1.478
C  -3.020  2.538  -2.695
C  -2.282  2.581  -3.865
C  -0.949  2.970  -3.850
C  -0.331  3.326  -2.659
C  1.137  5.342  -0.572
C  2.524  5.433  -0.507
C  3.173  6.552  -1.010
C  2.444  7.587  -1.573
C  1.061  7.504  -1.640
C  0.410  6.387  -1.142
H  0.475  5.289  2.301
H  -0.257  3.792  2.958
H  2.126  3.920  3.602
H  2.656  4.150  1.949
H  1.299  1.632  3.054
H  3.028  1.748  2.657
H  2.717  -1.104  -1.620
H  2.849  -1.915  -3.919
H  0.847  -1.895  -5.374
H  -1.271  -0.933  -4.506
H  -1.388  -0.064  -2.214
H  4.108  -0.016  0.920
H  6.461  -0.008  0.198
H  7.220  1.568  -1.544
H  5.609  3.122  -2.592
H  3.258  3.122  -1.886
H  -2.992  2.797  -0.559
H  -4.058  2.234  -2.712
H  -2.745  2.307  -4.802
H  -0.375  3.000  -4.766
H  0.699  3.657  -2.650
H  3.117  4.631  -0.090
H  4.252  6.612  -0.958
H  2.953  8.457  -1.964
H  0.489  8.309  -2.079
H  -0.670  6.333  -1.215
C  1.571  -3.444  4.555
N  1.378  -3.141  3.115
C  2.320  -2.073  2.680
C  -0.087  -2.850  2.802
C  -0.570  -1.508  3.258
C  -1.236  -1.423  4.481
C  -1.815  -0.237  4.893
C  -1.730  0.860  4.044
C  -1.059  0.752  2.837
C  -0.439  -0.420  2.379
H  2.626  -3.623  4.745
H  0.985  -4.321  4.816
H  1.223  -2.584  5.122
H  1.607  -3.971  2.565
H  2.204  -1.230  3.358
H  2.064  -1.774  1.665
H  3.327  -2.480  2.734
H  -0.640  -3.670  3.263
H  -0.169  -2.917  1.721
H  -1.340  -2.309  5.099
H  -2.347  -0.176  5.831
H  -2.209  1.791  4.319
H  -1.060  1.627  2.187
Br  -8.339  -3.165  0.490
C  -6.605  -2.418  0.400
C  -5.502  -3.238  0.571
C  -4.235  -2.682  0.494
C  -4.063  -1.326  0.246
C  -5.185  -0.522  0.093
C  -6.460  -1.059  0.168
C  -2.682  -0.715  0.148
O  -1.719  -1.544  0.257
O  -2.579  0.502  -0.017
H  -5.636  -4.293  0.765
H  -3.360  -3.301  0.642
H  -5.043  0.535  -0.083
H  -7.333  -0.433  0.050
N  1.094  -3.245  -0.043
C  0.431  -3.780  -0.826
N  -0.377  -4.322  -1.711
C  -0.091  -5.678  -2.187
C  -0.825  -6.682  -1.312
O  -2.208  -6.391  -1.251
C  -2.469  -5.088  -0.758
C  -1.813  -4.029  -1.623
H  0.985  -5.847  -2.182
H  -0.455  -5.744  -3.214
H  -0.394  -6.679  -0.299
H  -0.738  -7.687  -1.725
H  -2.099  -5.001  0.275
H  -3.552  -4.970  -0.752
H  -1.943  -3.025  -1.217
H  -2.210  -4.070  -2.638

Properties
LUMO level, eV: -3.68
HOMO, eV: -9.70
Net charge: +1
Gap between HOMO and LUMO, eV: 6.017

[5]
Entry from the OMol25 dataset: C3H5N3OS as an isolated structure in a non-equilibrium geometry (ωB97M-V/def2-TZVPD).

CARTESIAN COORDINATES (ANGSTROEM)
C  0.826  -0.322  0.497
C  -0.554  -1.359  -1.135
C  -0.202  0.486  0.309
H  2.620  0.721  1.245
H  2.748  -1.365  1.252
H  -1.789  -2.263  -2.335
H  -1.711  0.855  -1.674
H  -1.337  1.939  1.919
N  2.065  -0.207  1.191
N  -1.121  -2.439  -1.558
N  -0.826  0.098  -1.079
O  0.730  -1.390  -0.292
S  -0.475  2.265  0.877

Properties
LUMO level, eV: 0.44
HOMO, eV: -7.87
Gap between HOMO and LUMO, eV: 8.308

[6]
Entry from the OMol25 dataset: C4H7PS as an isolated structure in a non-equilibrium geometry (ωB97M-V/def2-TZVPD).

CARTESIAN COORDINATES (ANGSTROEM)
C  -0.565  -0.388  1.053
C  0.373  0.518  1.396
C  -0.935  -0.510  -0.352
C  -0.338  0.886  -1.061
P  1.155  1.439  -0.020
S  2.812  -0.877  -0.067
H  -1.097  -0.979  1.740
H  0.780  0.730  2.420
H  -0.451  -1.386  -0.851
H  -2.031  -0.502  -0.504
H  -0.206  0.449  -2.083
H  -1.102  1.728  -1.070
H  1.605  -1.109  -0.602

Properties
LUMO level, eV: -1.24
HOMO, eV: -8.43
Gap between HOMO and LUMO, eV: 7.191

[7]
Entry from the OMol25 dataset: C31H47NO3P2STl as an isolated structure in a non-equilibrium geometry (ωB97M-V/def2-TZVPD).

CARTESIAN COORDINATES (ANGSTROEM)
Tl  -0.571  -0.459  0.265
C  -2.846  -1.068  2.720
C  -3.602  -0.259  1.821
C  -3.520  -2.393  0.961
C  -2.788  -2.384  2.181
C  -4.025  -1.082  0.739
C  -2.228  -0.644  3.994
H  -2.217  0.448  4.091
H  -1.196  -1.013  4.078
H  -2.790  -1.049  4.851
C  -2.090  -3.545  2.760
H  -1.528  -3.253  3.654
H  -1.371  -3.972  2.046
H  -2.801  -4.340  3.035
C  -3.686  -3.569  0.091
H  -4.144  -4.402  0.644
H  -2.718  -3.920  -0.293
H  -4.315  -3.334  -0.774
C  -4.864  -0.668  -0.407
H  -5.912  -0.971  -0.256
H  -4.520  -1.137  -1.339
H  -4.851  0.420  -0.539
C  -3.912  1.180  1.984
H  -4.916  1.321  2.416
H  -3.898  1.707  1.020
H  -3.196  1.670  2.655
C  3.843  3.430  -0.249
C  3.126  3.922  0.779
C  2.638  5.330  0.856
C  2.011  5.874  -0.462
C  1.269  4.863  -1.282
C  1.784  4.272  -2.378
C  3.242  4.189  -2.685
C  4.241  4.162  -1.485
H  3.481  5.992  1.130
H  2.809  6.356  -1.052
H  1.895  5.428  1.665
H  4.559  5.188  -1.244
H  4.325  2.452  -0.152
H  3.021  3.358  1.710
H  5.128  3.633  -1.869
H  3.418  3.295  -3.306
H  1.128  3.958  -3.196
H  3.544  5.046  -3.312
H  1.297  6.664  -0.165
H  0.203  4.792  -1.046
P  1.539  0.955  0.550
P  -0.536  0.772  -2.297
C  2.021  1.426  -1.152
C  1.285  0.930  -2.411
H  3.089  1.189  -1.272
H  1.921  2.515  -1.092
H  1.497  1.614  -3.248
H  1.672  -0.056  -2.705
C  -0.979  -0.253  -3.732
H  -2.072  -0.226  -3.854
H  -0.678  -1.296  -3.567
H  -0.494  0.150  -4.633
C  -1.268  2.403  -2.663
H  -0.854  2.809  -3.597
H  -1.090  3.106  -1.836
H  -2.354  2.255  -2.780
C  2.991  0.702  1.581
H  2.700  0.724  2.639
H  3.772  1.447  1.409
H  3.406  -0.293  1.373
C  0.550  2.357  1.217
H  -0.503  2.299  0.891
H  0.935  3.341  0.906
H  0.562  2.295  2.318
O  -1.764  -3.588  -2.656
S  -0.464  -3.947  -2.094
O  -0.787  -5.405  -1.243
N  -0.205  -2.980  -0.782
C  0.412  -3.401  0.325
O  0.582  -2.591  1.296
C  0.828  -4.806  0.426
C  1.680  -5.212  1.461
C  1.998  -6.560  1.599
C  1.353  -7.520  0.803
C  0.406  -7.135  -0.144
C  0.145  -5.772  -0.307
H  2.075  -4.454  2.141
H  2.719  -6.871  2.352
H  1.583  -8.579  0.913
H  -0.129  -7.829  -0.790

Properties
LUMO level (spin up / spin down), eV: -5.09 / -3.59
HOMO (spin up / spin down), eV: -9.38 / -9.56
Net charge: +1
Gap between HOMO and LUMO (spin up / spin down), eV: 4.287 / 5.971

[8]
Entry from the OMol25 dataset: a 4-piece molecular cluster, C18H39N2O4 overall in a non-equilibrium geometry (ωB97M-V/def2-TZVPD).

CARTESIAN COORDINATES (ANGSTROEM)
C  1.882  -4.105  -0.467
C  1.034  -2.909  -0.353
N  1.820  -1.818  0.146
C  3.114  -2.312  0.349
C  4.451  -1.635  0.906
C  3.999  -1.114  2.446
C  3.138  0.307  2.431
O  4.640  0.141  2.907
N  3.174  -3.645  -0.027
H  1.610  -5.122  -0.838
H  -0.052  -2.912  -0.617
H  1.558  -0.845  0.331
H  5.285  -2.353  1.118
H  4.752  -0.694  0.376
H  3.695  -1.927  3.221
H  3.489  1.109  1.729
H  2.879  0.680  3.467
H  4.002  -4.245  -0.006
C  -1.921  -2.018  5.331
C  -1.808  -2.216  3.831
O  -0.632  -1.646  3.265
C  0.603  -2.149  3.745
C  0.812  -3.629  3.497
H  -1.855  -0.958  5.587
H  -2.872  -2.410  5.695
H  -1.122  -2.534  5.868
H  -2.652  -1.720  3.345
H  -1.879  -3.276  3.566
H  0.720  -1.909  4.807
H  1.381  -1.606  3.214
H  0.084  -4.238  4.037
H  1.808  -3.942  3.822
H  0.706  -3.859  2.433
C  0.344  3.166  -3.861
C  0.728  2.882  -2.421
O  0.455  1.545  -2.011
C  1.119  0.517  -2.726
C  2.635  0.597  -2.636
H  -0.708  2.926  -4.035
H  0.508  4.219  -4.097
H  0.935  2.573  -4.562
H  0.142  3.530  -1.767
H  1.780  3.125  -2.237
H  0.787  0.503  -3.768
H  0.790  -0.428  -2.284
H  3.021  1.504  -3.101
H  3.092  -0.257  -3.141
H  2.958  0.604  -1.590
C  -4.111  1.485  -1.204
C  -3.172  2.432  -1.929
O  -3.539  2.674  -3.279
C  -4.812  3.267  -3.490
C  -4.962  4.635  -2.847
H  -4.202  0.540  -1.745
H  -3.741  1.281  -0.197
H  -5.115  1.905  -1.109
H  -2.175  1.985  -1.957
H  -3.071  3.380  -1.390
H  -5.606  2.588  -3.161
H  -4.925  3.373  -4.571
H  -4.899  4.579  -1.758
H  -5.930  5.071  -3.102
H  -4.171  5.308  -3.186

Properties
LUMO level, eV: -3.27
HOMO, eV: -11.22
Net charge: +1
Gap between HOMO and LUMO, eV: 7.955

[9]
Entry from the OMol25 dataset: an isolated ion of composition C5H11NO and charge +1 in a non-equilibrium geometry (ωB97M-V/def2-TZVPD).

CARTESIAN COORDINATES (ANGSTROEM)
C  -2.088  0.441  -0.715
N  -0.651  0.333  -0.878
C  -0.014  0.157  0.460
C  1.450  0.668  0.530
C  2.188  0.503  -0.791
O  3.135  -0.203  -0.988
C  -0.152  -1.296  0.990
H  -2.494  -0.173  0.100
H  -2.413  1.483  -0.543
H  -2.594  0.219  -1.659
H  -0.249  -0.304  -1.562
H  -0.593  0.748  1.157
H  1.931  0.109  1.314
H  1.459  1.758  0.731
H  1.536  0.616  -1.669
H  0.692  -1.577  1.611
H  -0.168  -2.067  0.206
H  -0.976  -1.417  1.703

Properties
LUMO level (spin up / spin down), eV: -3.38 / -8.49
2S+1: 2
HOMO (spin up / spin down), eV: -14.13 / -13.92
Net charge: +1
Gap between HOMO and LUMO (spin up / spin down), eV: 10.746 / 5.432